(1)
Entry from the OMol25 dataset: a structure of composition C37H48AsLiN4O2SSi (ωB97M-V/def2-TZVPD).

## Properties
HOMO energy in eV: -6.473
Multiplicity: 1
Total charge: 0
Energy relative to the best compared isomer or geometry (same formula, charge and spin) in kJ/mol: 0.0
Electronic energy in Eh: -4739.32602

Last column: Löwdin charge in e.
Atoms and positions in Å:
Li: -0.1853 -0.0907 0.4055  0.4216
C: -1.3593 4.3323 -1.6946  -0.0564
O: -1.5259 4.1667 -0.2667  0.0067
C: -1.5959 2.8326 -0.0712  -0.3418
N: -1.4630 2.0476 -1.0522  0.2005
C: -1.1276 2.8999 -2.2137  -0.2342
C: -1.9266 2.5762 -3.4495  -0.1921
C: -3.3168 2.6363 -3.4355  -0.0533
C: -4.0472 2.3432 -4.5756  -0.0815
C: -3.3915 1.9909 -5.7487  -0.0911
C: -2.0062 1.9365 -5.7732  -0.0778
C: -1.2783 2.2292 -4.6272  -0.0347
C: -1.7690 2.4147 1.3387  -0.1684
C: -2.3449 3.2605 2.2795  0.0249
C: -2.4565 2.8156 3.5855  -0.0219
C: -1.9770 1.5587 3.9165  0.0150
C: -1.4026 0.8002 2.9098  -0.2008
N: -1.3005 1.2101 1.6480  0.1510
C: -0.8149 -0.5327 3.1527  -0.3696
N: -0.3437 -1.2602 2.2302  0.1331
C: 0.1762 -2.4774 2.8603  -0.2408
C: -0.1792 -2.2877 4.3576  -0.0425
O: -0.7817 -0.9726 4.4214  0.0016
C: -0.4137 -3.7397 2.2789  -0.2078
C: 0.3074 -4.9265 2.3536  -0.0388
C: -0.2320 -6.1092 1.8722  -0.0764
C: -1.5002 -6.1137 1.3075  -0.0862
C: -2.2204 -4.9313 1.2255  -0.0881
C: -1.6799 -3.7473 1.7079  -0.0411
H: -2.2719 4.7806 -2.0899  0.1230
H: -0.5107 4.9890 -1.8647  0.1230
H: -0.0675 2.7371 -2.4212  0.1187
H: -3.8327 2.8988 -2.5177  0.1180
H: -5.1288 2.3834 -4.5496  0.1022
H: -3.9606 1.7602 -6.6400  0.1001
H: -1.4896 1.6628 -6.6843  0.1030
H: -0.1953 2.1773 -4.6381  0.1153
H: -2.6865 4.2402 1.9791  0.1226
H: -2.9019 3.4471 4.3425  0.1161
H: -2.0178 1.1757 4.9256  0.1247
H: 1.2585 -2.4968 2.7134  0.1287
H: -0.9145 -3.0115 4.7061  0.1320
H: 0.6885 -2.2948 5.0141  0.1212
H: 1.3070 -4.9181 2.7745  0.1185
H: 0.3404 -7.0261 1.9279  0.1031
H: -1.9209 -7.0343 0.9246  0.1018
H: -3.2057 -4.9285 0.7766  0.1029
H: -2.2308 -2.8189 1.6193  0.1058
C: 2.9984 0.2489 5.1079  -0.4090
S: 1.8007 1.2990 4.2658  0.7694
C: 2.9470 2.3401 3.3455  -0.4034
H: 3.6020 -0.3015 4.3863  0.0244
H: 2.4446 -0.4558 5.7271  0.0228
H: 3.6447 0.8443 5.7523  0.0349
H: 3.6462 2.8264 4.0251  0.0379
H: 2.3651 3.1020 2.8309  0.0199
H: 3.4850 1.7558 2.6013  0.0263
C: -1.5817 -3.4255 -2.0356  -0.3220
As: -1.4902 -1.5309 -1.5429  1.0470
C: -3.2274 -1.0169 -2.2780  -0.3269
C: -0.3358 -0.9343 -3.0018  -0.3105
H: -1.7203 -3.5288 -3.1125  0.0268
H: -2.4191 -3.8956 -1.5206  0.0046
H: -0.6651 -3.9314 -1.7342  0.0084
H: -3.2952 -1.2694 -3.3371  0.0266
H: -3.3625 0.0539 -2.1556  -0.0107
H: -4.0145 -1.5379 -1.7313  0.0156
H: -0.8323 -1.0618 -3.9650  0.0275
H: 0.5812 -1.5220 -2.9751  0.0126
H: -0.0673 0.1087 -2.8470  -0.0092
C: 4.1158 -1.2053 -1.4126  -0.1838
Si: 2.6729 -1.1607 -0.1996  0.3249
C: 3.4751 -1.1397 1.5170  -0.1812
C: 1.7563 -2.7971 -0.3872  -0.1792
N: 1.5804 0.1207 -0.3697  -0.1548
C: 1.9106 1.3630 -0.8442  -0.4151
C: 2.4540 1.5885 -2.1321  -0.0732
C: 2.7493 2.8621 -2.5938  -0.1163
C: 2.5124 3.9857 -1.8089  -0.1355
C: 1.9774 3.7972 -0.5378  -0.1181
C: 1.6870 2.5268 -0.0711  -0.0745
H: 4.8002 -2.0186 -1.1543  0.0261
H: 4.6831 -0.2716 -1.3935  0.0266
H: 3.7771 -1.3684 -2.4386  0.0198
H: 3.9870 -2.0748 1.7647  0.0290
H: 2.7216 -0.9284 2.2814  -0.0156
H: 4.2174 -0.3369 1.5606  0.0239
H: 2.3131 -3.6360 0.0401  0.0331
H: 1.6089 -3.0128 -1.4494  0.0166
H: 0.7685 -2.7778 0.0807  -0.0165
H: 2.6315 0.7306 -2.7695  0.0926
H: 3.1694 2.9802 -3.5869  0.0967
H: 2.7510 4.9773 -2.1715  0.0886
H: 1.7885 4.6542 0.1010  0.1013
H: 1.2852 2.3887 0.9281  0.0815

(2)
Entry from the OMol25 dataset: a cluster of 2 separate species, C3H10N in total (ωB97M-V/def2-TZVPD).

## Properties
HOMO energy in eV: -13.555
Multiplicity: 1
Total charge: +1
Energy relative to the best compared isomer or geometry (same formula, charge and spin) in kJ/mol: 163.8
Electronic energy in Eh: -174.74917

Last column: Löwdin charge in e.
Atoms and positions in Å:
N: 0.4005 -2.0184 -0.6708  0.3115
H: 0.3037 -1.1696 -1.2343  0.1355
H: 1.3807 -2.3023 -0.5909  0.1623
H: -0.0942 -2.7618 -1.1597  0.1569
H: 0.0448 -1.7178 0.2605  0.1005
C: 0.0365 1.7835 -0.5553  -0.0934
C: -0.5793 1.1284 0.6332  -0.1989
C: -0.1815 0.0707 1.3707  -0.0767
H: -0.7371 1.9128 -1.3167  0.0865
H: 0.8153 1.1994 -1.0530  0.0678
H: 0.2826 2.8180 -0.3025  0.0939
H: -1.5765 1.5151 0.8513  0.1124
H: -0.9250 -0.4157 1.9953  0.0606
H: 0.8295 -0.0423 1.7722  0.0812

(3)
Entry from the OMol25 dataset: the molecule C20H30N4O4 (ωB97M-V/def2-TZVPD).

## Properties
HOMO energy in eV: -7.916
Multiplicity: 1
Total charge: 0
Energy relative to the best compared isomer or geometry (same formula, charge and spin) in kJ/mol: 0.0
SMILES: COc1ccc(NC(=O)CN(C)[C@@H](C)C(=O)NC(=O)NC2CCCCC2)cc1
Electronic energy in Eh: -1300.16824

Last column: Löwdin charge in e.
Atoms and positions in Å:
C: -4.9524 -4.8765 0.0601  -0.0943
O: -5.6523 -3.6572 0.0908  -0.0883
C: -4.9453 -2.4985 -0.0359  -0.2813
C: -3.5665 -2.4183 -0.1977  -0.0193
C: -2.9544 -1.1835 -0.3177  -0.0144
C: -3.7026 -0.0126 -0.2800  -0.2203
N: -3.0228 1.2056 -0.4130  0.1308
C: -3.4722 2.4722 -0.2519  -0.4635
O: -4.6136 2.8018 -0.0209  0.0742
C: -2.3489 3.5036 -0.4338  -0.0959
N: -1.0914 3.0151 0.1054  -0.2293
C: -1.1208 2.9999 1.5602  -0.0507
C: 0.1000 3.6465 -0.4515  -0.2780
C: 0.4382 5.0451 0.0710  -0.0282
C: 1.3092 2.7125 -0.2950  -0.4124
O: 2.4545 3.1145 -0.2922  0.0779
N: 0.9567 1.4052 -0.2223  0.1866
C: 1.7545 0.2335 -0.1495  -0.5100
O: 1.1841 -0.8344 -0.1137  0.0698
N: 3.0689 0.4657 -0.1328  0.1341
C: 4.0799 -0.5804 -0.0754  -0.2958
C: 3.9496 -1.4049 1.2076  -0.1531
C: 5.0437 -2.4660 1.2665  -0.2016
C: 4.9681 -3.3776 0.0458  -0.2083
C: 5.0909 -2.5594 -1.2357  -0.2016
C: 3.9967 -1.4986 -1.2974  -0.1530
C: -5.0834 -0.0897 -0.1162  -0.0025
C: -5.6917 -1.3197 0.0047  0.0050
H: -4.4336 -5.0193 -0.8936  0.0947
H: -4.2306 -4.9476 0.8803  0.0948
H: -5.7072 -5.6526 0.1778  0.0919
H: -2.9534 -3.3045 -0.2302  0.1037
H: -1.8804 -1.1396 -0.4360  0.1064
H: -2.0283 1.1198 -0.5826  0.1224
H: -2.6847 4.4430 0.0285  0.1319
H: -2.2405 3.6745 -1.5091  0.1370
H: -1.8947 2.3055 1.8871  0.0969
H: -1.3455 3.9839 1.9884  0.0956
H: -0.1602 2.6585 1.9418  0.0973
H: -0.0557 3.7156 -1.5378  0.1585
H: -0.3935 5.7241 -0.0993  0.0817
H: 0.6679 5.0169 1.1325  0.0817
H: 1.3132 5.4165 -0.4540  0.0835
H: -0.0425 1.2289 -0.1876  0.1213
H: 3.3581 1.4372 -0.1783  0.1178
H: 5.0479 -0.0680 -0.0763  0.1554
H: 4.0156 -0.7435 2.0745  0.1183
H: 2.9692 -1.8823 1.2153  0.1132
H: 6.0220 -1.9796 1.2970  0.1127
H: 4.9342 -3.0542 2.1793  0.1087
H: 4.0110 -3.9025 0.0474  0.1161
H: 5.7633 -4.1245 0.0887  0.1069
H: 6.0703 -2.0751 -1.2654  0.1128
H: 5.0154 -3.2142 -2.1056  0.1087
H: 4.0959 -0.9037 -2.2081  0.1184
H: 3.0169 -1.9770 -1.3057  0.1134
H: -5.6667 0.8149 -0.0807  0.1023
H: -6.7597 -1.3947 0.1320  0.1191

(4)
Entry from the OMol25 dataset: a structure of composition C26H27Br2N6O3SSc (ωB97M-V/def2-TZVPD).

## Properties
HOMO energy in eV: -7.538
Multiplicity: 1
Total charge: 0
Energy relative to the best compared isomer or geometry (same formula, charge and spin) in kJ/mol: 36.8
Electronic energy in Eh: -7868.34566

Last column: Löwdin charge in e.
Atoms and positions in Å:
Sc: 0.0063 -0.1627 0.4670  0.7783
C: -2.7159 2.9709 -0.1614  -0.0559
O: -3.9617 2.4101 0.2514  -0.0677
C: -4.0874 1.1139 0.6444  -0.2019
C: -5.3523 0.7521 1.0817  -0.0016
C: -5.6430 -0.5305 1.5350  -0.0918
C: -4.6415 -1.4777 1.5616  -0.0591
C: -3.3539 -1.1381 1.1341  -0.1359
C: -2.3375 -2.1803 1.1867  -0.0392
N: -1.0759 -1.9959 1.0460  -0.0550
N: -0.3024 -3.1779 1.0236  0.0849
C: 0.9304 -2.8635 0.7568  -0.5033
O: 1.3612 -1.6491 0.5902  -0.2336
C: 1.9028 -3.9697 0.5395  -0.1468
C: 3.1675 -3.6646 0.0503  -0.0203
C: 4.0911 -4.6775 -0.1744  -0.0791
C: 3.7556 -5.9947 0.0986  -0.0925
C: 2.4945 -6.3002 0.5993  -0.0838
C: 1.5696 -5.2935 0.8178  -0.0301
C: -3.0571 0.1520 0.6471  -0.2413
O: -1.8470 0.4260 0.2016  -0.2074
H: -2.9554 4.0023 -0.4120  0.0929
H: -2.3215 2.4597 -1.0399  0.0814
H: -1.9757 2.9364 0.6372  0.0728
H: -6.1182 1.5177 1.0582  0.1201
H: -6.6436 -0.7712 1.8667  0.0994
H: -4.8382 -2.4819 1.9173  0.1078
H: -2.6744 -3.2028 1.3573  0.1317
H: 3.4189 -2.6295 -0.1374  0.1052
H: 5.0751 -4.4352 -0.5552  0.1012
H: 4.4760 -6.7848 -0.0727  0.0995
H: 2.2350 -7.3271 0.8235  0.1004
H: 0.5867 -5.5214 1.2067  0.1067
C: 1.2234 6.0247 0.3497  -0.0907
C: 2.2542 5.0584 0.9142  -0.2513
N: 1.6621 3.9615 1.6599  -0.0311
C: 1.1251 2.8598 1.0868  -0.8096
S: 0.4138 1.7232 2.2043  0.5946
N: 1.1920 2.8191 -0.2293  0.0175
N: 0.7143 1.6453 -0.7606  -0.0263
C: 0.4465 1.6487 -2.0150  -0.2599
C: 0.6186 2.8252 -2.9199  -0.0188
C: -0.0797 0.3761 -2.5932  -0.2054
C: -0.6334 0.3413 -3.8630  0.0025
C: -1.1011 -0.8754 -4.3421  -0.0371
C: -1.0043 -2.0028 -3.5452  -0.0330
C: -0.4663 -1.8721 -2.2739  -0.0774
N: -0.0143 -0.7091 -1.8126  0.0626
H: 1.7119 6.8785 -0.1239  0.0699
H: 0.5714 6.4050 1.1380  0.0724
H: 0.6008 5.5267 -0.3932  0.0571
H: 2.9359 5.5758 1.5908  0.1125
H: 2.8565 4.6349 0.1109  0.1056
H: 1.5708 4.0349 2.6565  0.1079
H: 1.1762 3.6096 -2.4203  0.0649
H: -0.3576 3.2266 -3.2075  0.0934
H: 1.1347 2.5279 -3.8341  0.0883
H: -0.6991 1.2385 -4.4591  0.1101
H: -1.5405 -0.9346 -5.3293  0.1136
H: -1.3533 -2.9681 -3.8829  0.1111
H: -0.4008 -2.7141 -1.5944  0.1151
Br: 3.8015 0.3259 1.8042  0.6227
C: 3.3425 -0.2357 3.5866  -1.0409
Br: 1.7528 -1.2873 3.8399  0.6405
H: 3.2123 0.6626 4.1736  -0.0070
H: 4.1651 -0.8423 3.9373  -0.0098